Record 1
# C36H63As3EuNO4SSi2

C36H63As3EuNO4SSi2 as an isolated structure (ωB97M-V/def2-TZVPD, the OMol25 dataset).

Properties
Expectation value of S² ... 15.7892
LUMO (alpha / beta) ... 0.073 / 0.073 Ha
Kohn-Sham gap (alpha / beta) ... 3.60 / 6.21 eV
HOMO level (alpha / beta) ... -1.62 / -4.23 eV
Spin multiplicity ... 8
Energy relative to the best compared isomer or geometry (same formula, charge and spin) ... 0.0 kJ/mol
Total charge ... -1

Last column: Löwdin spin population.
CARTESIAN COORDINATES (ANGSTROEM)
Eu  -0.320  0.172  0.729  6.0673
O  -1.142  0.777  4.851  0.0709
C  -1.243  0.481  3.656  0.0449
O  -0.123  0.301  2.928  -0.0004
C  -2.541  0.359  2.990  0.1738
C  -3.690  0.097  3.803  0.0110
C  -4.930  0.047  3.200  0.1624
C  -5.060  0.321  1.815  0.0126
C  -6.293  0.373  1.124  0.0793
C  -6.337  0.624  -0.254  0.0644
C  -5.146  0.817  -0.984  0.0542
C  -3.912  0.765  -0.339  0.0874
C  -3.833  0.543  1.048  0.0092
N  -2.640  0.517  1.682  0.1635
H  -3.579  -0.049  4.888  -0.0036
H  -5.837  -0.163  3.784  0.0103
H  -7.218  0.215  1.686  0.0024
H  -7.306  0.656  -0.758  0.0038
H  -5.203  1.079  -2.053  0.0030
H  -2.979  0.965  -0.894  0.0032
C  3.607  -2.481  0.220  -0.0016
As  2.080  -1.270  -0.152  -0.0039
C  1.191  -2.479  -1.469  0.0006
C  2.862  -0.099  -1.586  -0.0003
C  3.989  0.862  -1.202  0.0000
C  3.847  2.130  -2.113  0.0000
C  3.898  1.288  0.263  -0.0010
As  2.085  2.082  0.726  -0.0026
C  2.392  2.026  2.703  0.0007
C  2.614  4.025  0.547  -0.0008
C  5.363  0.224  -1.439  0.0000
As  5.698  -0.308  -3.368  0.0000
C  5.426  -2.297  -3.266  0.0000
C  7.691  -0.380  -3.117  0.0000
H  4.172  -2.680  -0.711  -0.0002
H  3.182  -3.435  0.584  0.0000
H  4.269  -2.039  0.989  0.0000
H  1.998  -2.919  -2.059  0.0000
H  0.474  -1.914  -2.072  0.0001
H  0.659  -3.237  -0.891  -0.0001
H  1.962  0.461  -1.871  0.0000
H  3.073  -0.827  -2.390  -0.0001
H  2.906  2.686  -1.975  0.0000
H  3.877  1.874  -3.186  0.0000
H  4.685  2.839  -1.913  0.0000
H  4.624  2.072  0.542  -0.0001
H  4.001  0.480  1.007  0.0000
H  3.377  2.470  2.895  0.0001
H  2.334  0.987  3.061  0.0000
H  1.592  2.596  3.197  0.0001
H  3.713  4.081  0.501  -0.0001
H  2.247  4.557  1.435  0.0000
H  2.170  4.442  -0.370  0.0000
H  5.571  -0.691  -0.839  0.0000
H  6.169  0.952  -1.247  0.0000
H  4.333  -2.472  -3.274  0.0000
H  5.900  -2.740  -2.379  0.0000
H  5.871  -2.702  -4.190  0.0000
H  8.066  0.649  -3.072  0.0000
H  8.096  -0.907  -3.995  0.0000
H  7.944  -0.941  -2.201  0.0000
C  -0.423  1.346  -2.609  0.0000
O  -0.171  0.965  -1.267  -0.0080
H  -0.191  0.512  -3.308  -0.0001
H  0.208  2.212  -2.901  0.0002
H  -1.475  1.655  -2.773  -0.0001
C  -1.101  4.935  2.076  0.0003
S  -0.560  3.816  0.760  0.0026
O  -0.858  2.439  1.386  -0.0014
C  -1.839  4.092  -0.430  0.0026
C  -3.181  3.856  -0.164  0.0019
C  -4.117  4.003  -1.207  0.0031
C  -3.698  4.372  -2.488  0.0007
C  -2.344  4.639  -2.732  0.0020
C  -1.405  4.505  -1.695  0.0000
H  -2.113  4.611  2.392  0.0001
H  -1.126  5.955  1.660  0.0001
H  -0.384  4.892  2.926  0.0000
H  -3.502  3.518  0.835  0.0005
H  -5.172  3.768  -1.013  0.0013
H  -4.432  4.467  -3.296  0.0001
H  -1.999  4.958  -3.725  0.0001
H  -0.343  4.690  -1.871  0.0000
C  -1.918  -4.647  -1.138  -0.0002
Si  -2.351  -2.928  -0.468  -0.0023
C  -2.277  -1.776  -1.966  0.0011
C  -4.170  -3.101  0.001  0.0000
C  -1.315  -2.323  0.964  -0.0155
Si  -0.377  -3.395  2.173  -0.0026
C  1.060  -2.590  3.105  0.0001
C  -1.595  -3.936  3.510  -0.0001
C  0.408  -4.972  1.472  -0.0001
H  -2.525  -4.790  -2.053  0.0000
H  -2.202  -5.445  -0.428  0.0000
H  -0.852  -4.801  -1.403  0.0000
H  -3.317  -1.451  -2.200  0.0002
H  -1.877  -2.317  -2.839  0.0001
H  -1.673  -0.865  -1.830  0.0005
H  -4.722  -3.423  -0.908  0.0001
H  -4.638  -2.165  0.356  -0.0001
H  -4.330  -3.855  0.793  0.0001
H  -2.074  -1.846  1.633  0.0015
H  0.847  -1.547  3.415  0.0001
H  2.021  -2.600  2.561  0.0000
H  1.202  -3.206  4.013  0.0000
H  -1.870  -3.074  4.149  0.0006
H  -1.128  -4.694  4.156  -0.0001
H  -2.522  -4.373  3.084  0.0000
H  1.170  -4.806  0.684  0.0000
H  -0.351  -5.668  1.058  0.0000
H  0.922  -5.475  2.320  0.0000

=====

Record 2
# C36H63BrCsF5N9O9PS2Te

C36H63BrCsF5N9O9PS2Te as an isolated structure (ωB97M-V/def2-TZVPD, the OMol25 dataset).

Properties
LUMO (alpha / beta) ... -0.026 / -0.123 Ha
Kohn-Sham gap (alpha / beta) ... 7.10 / 4.46 eV
HOMO level (alpha / beta) ... -7.81 / -7.81 eV
Spin multiplicity ... 1
Energy relative to the best compared isomer or geometry (same formula, charge and spin) ... 39.2 kJ/mol
Total charge ... 0

Last column: Löwdin charge in e.
CARTESIAN COORDINATES (ANGSTROEM)
Cs  -0.995  0.327  0.257  0.9982
C  -0.801  -6.650  -0.087  -0.0476
N  -2.137  -6.214  -0.354  -0.1291
C  -3.141  -7.258  -0.497  -0.0291
C  -2.420  -4.854  -0.531  -0.2862
N  -1.451  -3.927  -0.736  0.2136
C  -0.699  -3.948  -1.859  -0.2152
C  -1.031  -4.728  -2.978  0.0076
C  -0.339  -4.564  -4.188  -0.0443
C  0.590  -3.569  -4.342  -0.0295
C  1.038  -2.865  -3.238  -0.1847
C  2.016  -1.801  -3.392  -0.0203
C  2.480  -1.079  -2.294  -0.0206
C  2.079  -1.513  -0.955  0.0084
C  1.209  -2.621  -0.745  -0.2079
N  1.064  -3.223  0.513  0.1467
C  2.052  -3.634  1.300  -0.3361
N  3.318  -4.062  0.898  -0.2113
C  4.514  -3.330  1.304  -0.0584
C  3.454  -5.009  -0.158  -0.0501
N  1.701  -3.833  2.588  -0.1107
C  0.346  -3.616  3.086  -0.0187
C  2.652  -4.400  3.558  -0.0384
C  0.529  -3.189  -1.914  -0.0305
N  -3.742  -4.472  -0.338  -0.1702
C  -4.267  -3.523  -1.369  -0.0120
C  -4.498  -4.473  0.868  -0.0429
H  -0.747  -7.538  0.552  0.0994
H  -0.333  -5.821  0.378  0.0633
H  -0.259  -6.906  -1.024  0.1040
H  -2.869  -7.866  -1.380  0.1005
H  -4.074  -6.741  -0.711  0.0843
H  -3.225  -7.898  0.391  0.0996
H  -1.819  -5.463  -2.890  0.1155
H  -0.658  -5.202  -5.014  0.1160
H  0.849  -3.267  -5.346  0.1233
H  2.158  -1.447  -4.425  0.1206
H  3.178  -0.257  -2.440  0.1117
H  2.436  -0.988  -0.073  0.1099
H  4.281  -2.557  2.080  0.0991
H  4.888  -2.763  0.383  0.1073
H  5.250  -4.038  1.703  0.0847
H  2.461  -4.999  -0.675  0.0983
H  3.711  -5.983  0.273  0.0885
H  4.230  -4.756  -0.857  0.0809
H  0.222  -2.632  3.442  0.0790
H  0.113  -4.248  3.939  0.0895
H  -0.365  -3.854  2.332  0.0662
H  3.136  -3.629  4.173  0.0924
H  3.432  -4.992  3.045  0.0853
H  2.119  -5.132  4.222  0.0984
H  -5.313  -3.773  -1.605  0.1017
H  -3.639  -3.635  -2.284  0.0926
H  -4.212  -2.474  -1.048  0.0707
H  -4.949  -3.448  0.982  0.1098
H  -3.848  -4.725  1.686  0.0910
H  -5.311  -5.202  0.813  0.0861
O  -0.158  1.266  3.477  -0.1170
H  0.405  0.827  4.104  0.0241
H  0.312  2.103  3.207  0.0040
O  -2.476  -0.904  2.634  -0.1664
H  -3.348  -0.531  2.591  -0.0039
H  -2.070  -0.363  3.354  0.0431
O  -2.407  3.272  -0.997  -0.1232
H  -1.520  3.177  -0.617  -0.0233
H  -2.970  2.451  -0.852  -0.0006
O  5.188  4.260  -6.080  -0.0435
N  5.223  3.274  -6.695  0.0437
Br  -3.243  7.561  4.810  0.6937
C  -2.971  5.899  3.906  -0.6706
C  -3.511  5.596  2.652  -0.0852
C  -3.155  4.369  2.129  -0.1452
N  -2.397  3.510  2.772  0.0936
C  -1.864  3.798  3.918  -0.1555
C  -2.097  5.031  4.529  -0.1206
H  -4.185  6.300  2.155  0.1085
H  -3.561  4.019  1.180  0.0963
H  -1.232  3.109  4.450  0.0892
H  -1.650  5.242  5.478  0.0892
F  -6.056  1.668  -1.302  -0.4002
Te  -5.591  0.519  0.138  1.8681
F  -5.466  -0.744  1.586  -0.4052
F  -5.510  2.081  1.289  -0.3983
F  -7.492  0.491  0.266  -0.3764
F  -5.785  -1.008  -1.023  -0.4158
O  -3.743  0.674  -0.200  -0.7969
C  0.230  6.110  0.026  -0.0276
C  1.607  6.217  0.670  -0.6122
C  2.601  6.827  -0.330  -0.0201
C  1.577  6.768  2.091  -0.0214
O  2.071  4.855  0.782  -0.1957
P  1.544  3.572  1.576  0.2567
O  1.131  3.868  2.977  -0.3022
O  0.517  2.761  0.768  -0.4839
O  2.846  2.611  1.507  -0.2031
C  4.241  2.723  1.985  -0.6191
C  5.097  3.314  0.896  -0.0421
C  4.268  3.586  3.237  -0.0366
C  4.539  1.253  2.264  -0.0467
H  -0.090  7.163  -0.236  0.1059
H  -0.503  5.588  0.674  0.0899
H  0.284  5.562  -0.891  0.0754
H  2.324  7.840  -0.574  0.0769
H  2.599  6.185  -1.241  0.1025
H  3.564  6.822  0.111  0.0598
H  1.120  7.763  2.046  0.0872
H  2.551  6.827  2.571  0.0819
H  0.948  6.102  2.696  0.0679
H  4.783  4.391  0.637  0.1043
H  4.970  2.715  -0.054  0.0970
H  6.166  3.227  1.144  0.0838
H  4.342  4.667  3.011  0.0856
H  5.177  3.327  3.837  0.0951
H  3.350  3.446  3.815  0.0742
H  4.226  0.655  1.383  0.0747
H  3.997  0.785  3.112  0.0898
H  5.612  1.062  2.442  0.0838
S  -1.272  0.021  -3.721  0.5309
C  -1.340  0.988  -5.143  -1.0902
N  -1.443  0.609  -6.444  -0.0698
C  -1.900  1.588  -7.393  -0.2038
C  -1.874  3.004  -6.701  -0.4145
S  -1.441  2.740  -4.977  0.9380
H  -1.250  -0.345  -6.665  0.1251
H  -2.932  1.382  -7.670  0.1139
H  -1.323  1.586  -8.286  0.1017
H  -2.850  3.528  -6.741  0.0856
H  -1.099  3.623  -7.070  0.0452